Entry 1:
Formula: C10H10Cl5N3NiO2S
Source: the OMol25 dataset
Level of theory: ωB97M-V with the def2-TZVPD basis set

The geometry in ORCA input format:
```
! RIJCOSX wB97M-V def2-TZVPD def2/J DEFGRID3
* xyz 0 1
Ni 0.078 -0.298 0.936
N 0.086 -0.811 3.111
C -0.503 -2.156 3.214
C -0.233 -2.969 1.947
O -0.236 -4.186 2.018
O -0.050 -2.267 0.873
H 1.057 -0.838 3.396
H -0.384 -0.147 3.714
H -1.585 -2.060 3.310
H -0.136 -2.721 4.068
Cl -2.372 -0.131 0.930
C -1.782 1.396 0.281
C -0.412 1.416 0.110
C 0.095 2.628 -0.331
Cl 1.808 2.807 -0.606
C -0.722 3.734 -0.590
Cl -0.041 5.224 -1.115
C -2.105 3.637 -0.423
Cl -3.128 4.975 -0.762
C -2.655 2.439 0.024
Cl -4.349 2.259 0.253
C 1.387 -0.635 -3.539
N 1.851 -0.265 -2.215
C 1.890 -1.092 -1.178
N 1.664 -2.387 -1.377
S 2.316 -0.501 0.400
H 1.358 0.259 -4.155
H 0.379 -1.057 -3.502
H 2.062 -1.354 -4.008
H 2.012 0.707 -1.997
H 1.246 -2.701 -2.239
H 1.405 -2.907 -0.547
*
```

## Properties
E_tot, eV: -133588.7246
HOMO-LUMO gap (spin up / spin down), eV: 8.05 / 8.07



Entry 2:
Formula: C10H10ClFI2N2
Source: the OMol25 dataset
Level of theory: ωB97M-V with the def2-TZVPD basis set

The geometry in ORCA input format:
```
! RIJCOSX wB97M-V def2-TZVPD def2/J DEFGRID3
* xyz 0 1
C 3.618 -0.880 -0.200
C 2.904 -0.172 0.907
I 4.056 -0.098 2.677
C 1.706 0.362 0.765
I 0.786 1.372 2.389
C 1.018 0.299 -0.563
C 1.068 1.580 -1.232
N 1.044 2.575 -1.850
C -0.450 -0.181 -0.543
F -0.469 -1.332 0.166
C -0.779 -0.526 -1.927
N -1.062 -0.754 -3.024
C -1.492 0.837 -0.057
C -2.392 0.239 0.999
C -3.359 -0.799 0.416
Cl -3.340 1.558 1.761
H 4.444 -1.450 0.179
H 2.933 -1.574 -0.658
H 3.950 -0.177 -0.948
H 1.541 -0.377 -1.212
H -1.046 1.754 0.280
H -2.120 1.097 -0.892
H -1.803 -0.201 1.776
H -3.097 -0.975 -0.617
H -4.371 -0.442 0.466
H -3.289 -1.737 0.942
*
```

## Properties
E_tot, eV: -44951.7855
HOMO-LUMO gap, eV: 9.18



Entry 3:
Formula: C10H10ClNO2
Source: the OMol25 dataset
Level of theory: ωB97M-V with the def2-TZVPD basis set

The geometry in ORCA input format:
```
! RIJCOSX wB97M-V def2-TZVPD def2/J DEFGRID3
* xyz 0 3
C -2.604 0.884 -0.964
C -2.948 -0.172 -0.015
C -1.314 1.072 -1.307
C -1.953 -1.041 0.496
C -0.319 0.214 -0.704
C -0.624 -0.941 0.113
C 3.530 0.794 -0.055
C 1.151 0.519 -0.969
C 0.275 -2.008 0.443
C 2.008 0.640 0.352
N 1.933 -0.499 1.184
O 4.063 -0.384 -0.316
O 4.009 1.905 -0.155
Cl 1.274 -2.814 -0.705
H -3.258 1.610 -1.458
H -3.970 -0.317 0.426
H -1.090 1.769 -2.042
H -2.542 -1.781 1.112
H 1.599 -0.176 -1.686
H 1.295 1.491 -1.476
H 0.292 -2.450 1.405
H 1.847 1.641 0.816
H 1.369 -0.091 1.927
H 3.433 -1.049 -0.067
*
```

## Properties
E_tot, eV: -28635.2831
HOMO-LUMO gap (spin up / spin down), eV: 8.02 / 7.25



Entry 4:
Formula: C10H10F5PtSSe2
Source: the OMol25 dataset
Level of theory: ωB97M-V with the def2-TZVPD basis set

The geometry in ORCA input format:
```
! RIJCOSX wB97M-V def2-TZVPD def2/J DEFGRID3
* xyz 1 3
Pt -0.477 0.119 0.409
F 0.418 -5.500 -3.663
C 0.616 -4.372 -3.001
C -0.414 -3.815 -2.241
F -1.596 -4.416 -2.183
C -0.188 -2.634 -1.550
F -1.177 -2.088 -0.804
C 1.046 -1.983 -1.596
S 1.411 -0.503 -0.774
C 2.064 -2.558 -2.366
F 3.240 -1.941 -2.414
C 1.859 -3.738 -3.063
F 2.838 -4.260 -3.786
C -1.143 0.701 4.147
Se 0.209 0.765 2.747
C 0.017 2.680 2.286
C -1.254 3.076 1.552
Se -1.539 2.298 -0.243
C -0.041 3.128 -1.158
H -0.695 1.098 5.055
H -1.431 -0.335 4.311
H -2.010 1.297 3.875
H 0.905 2.941 1.708
H 0.054 3.221 3.236
H -1.251 4.160 1.415
H -2.144 2.814 2.128
H -0.142 4.211 -1.109
H -0.074 2.818 -2.201
H 0.901 2.815 -0.716
*
```

## Properties
E_tot, eV: -168885.5116
HOMO-LUMO gap (spin up / spin down), eV: 8.17 / 5.77



Entry 5:
Formula: C10H10FN3O
Source: the OMol25 dataset
Level of theory: ωB97M-V with the def2-TZVPD basis set

The geometry in ORCA input format:
```
! RIJCOSX wB97M-V def2-TZVPD def2/J DEFGRID3
* xyz 0 1
O 3.311 0.078 1.481
C 2.429 0.899 0.895
C 1.168 0.527 0.430
C 0.668 -0.888 0.607
C 0.134 -1.579 -0.414
C 0.320 -0.977 -1.728
C 0.376 0.373 -1.885
C 0.244 1.218 -0.634
C -1.381 1.618 -0.603
F -1.436 2.913 -0.212
N -2.004 0.794 0.311
C -2.061 0.786 1.720
N -2.666 -0.318 2.096
C -3.047 -0.906 0.997
N -2.629 -0.340 -0.123
H 2.996 -0.859 1.496
H 2.826 1.982 0.676
H 0.523 -1.264 1.649
H -0.332 -2.514 -0.315
H 0.085 -1.739 -2.592
H 0.256 0.886 -2.867
H 0.620 2.178 -0.827
H -1.708 1.545 -1.622
H -1.434 1.302 2.443
H -3.708 -1.693 1.021
*
```

## Properties
Structure (SMILES): O/C=C1\C=CC=C[C@H]1[C@H](F)n1cncn1
E_tot, eV: -19763.6331
HOMO-LUMO gap, eV: 8.69



Entry 6:
Formula: C10H10InO12S2
Source: the OMol25 dataset
Level of theory: ωB97M-V with the def2-TZVPD basis set

The geometry in ORCA input format:
```
! RIJCOSX wB97M-V def2-TZVPD def2/J DEFGRID3
* xyz 1 1
In 2.751 -0.087 0.738
C -0.032 1.406 4.679
C 1.003 0.822 3.808
C 1.483 -0.677 4.163
O 2.275 -1.270 3.368
C 0.795 -1.380 5.276
C -0.227 -0.773 5.922
C -0.538 0.717 5.678
O -1.494 1.355 6.336
O -0.801 -1.424 6.940
O 1.251 1.407 2.769
H -0.246 2.446 4.484
H 1.272 -2.346 5.343
C -0.789 3.835 -2.806
C -1.047 2.635 -3.704
O -0.295 1.574 -3.158
S 1.178 2.141 -2.780
O 2.096 2.191 -3.961
O 1.684 1.560 -1.528
O 0.496 3.632 -2.333
H -1.314 3.894 -1.853
H -1.097 4.759 -3.295
H -0.696 2.671 -4.735
H -2.098 2.348 -3.663
C -1.510 -3.050 -1.805
C -0.529 -4.063 -2.515
O 0.658 -3.267 -2.608
S 0.400 -1.626 -2.685
O 0.539 -1.016 -3.998
O 1.190 -0.995 -1.614
O -1.221 -1.757 -2.350
H -1.427 -3.033 -0.719
H -2.544 -3.356 -1.965
H -0.846 -4.332 -3.523
H -0.317 -4.941 -1.906
*
```

## Properties
E_tot, eV: -61930.4887
HOMO-LUMO gap, eV: 4.73



Entry 7:
Formula: C10H10MgN6O12
Source: the OMol25 dataset
Level of theory: ωB97M-V with the def2-TZVPD basis set

The geometry in ORCA input format:
```
! RIJCOSX wB97M-V def2-TZVPD def2/J DEFGRID3
* xyz -2 1
Mg 0.440 0.488 0.191
N 1.195 3.603 1.211
O 1.750 4.265 0.317
O 1.257 3.928 2.403
O 0.504 2.586 0.852
N 1.008 0.050 3.375
O 0.996 1.064 4.070
O 1.601 -0.989 3.736
O 0.387 0.042 2.267
N 3.790 0.636 0.285
O 2.565 0.364 0.449
O 4.680 -0.206 0.501
O 4.089 1.789 -0.051
N 1.043 1.727 -2.700
O 2.139 2.281 -2.560
O 0.511 1.144 -1.699
O 0.441 1.768 -3.787
N -1.509 0.549 0.126
C -2.318 1.218 0.988
C -3.652 1.575 0.793
C -4.302 1.153 -0.367
C -3.569 0.350 -1.232
C -2.257 0.110 -0.917
H -1.837 1.491 1.920
H -4.254 2.092 1.525
H -5.338 1.363 -0.599
H -3.955 -0.004 -2.176
H -1.698 -0.492 -1.624
N 0.548 -1.457 -0.261
C 0.512 -1.945 -1.528
C 0.499 -3.268 -1.927
C 0.567 -4.242 -0.927
C 0.695 -3.810 0.372
C 0.663 -2.440 0.644
H 0.305 -1.230 -2.317
H 0.438 -3.540 -2.970
H 0.633 -5.282 -1.224
H 0.671 -4.561 1.150
H 0.763 -2.170 1.691
*
```

## Properties
E_tot, eV: -49478.6528
HOMO-LUMO gap, eV: 6.19



Entry 8:
Formula: C10H10N13RuSTe4
Source: the OMol25 dataset
Level of theory: ωB97M-V with the def2-TZVPD basis set

The geometry in ORCA input format:
```
! RIJCOSX wB97M-V def2-TZVPD def2/J DEFGRID3
* xyz -2 2
Ru 0.427 0.771 0.072
C -2.060 -0.876 -2.976
C -1.159 -0.644 -1.808
N -0.574 0.502 -1.624
N -0.756 1.466 -2.564
C -0.274 2.638 -2.185
N -0.480 3.651 -3.086
S 0.530 3.027 -0.720
C -0.884 -1.638 -0.770
C -1.372 -2.944 -0.788
C -1.037 -3.815 0.232
C -0.214 -3.376 1.259
C 0.240 -2.070 1.223
N -0.085 -1.226 0.246
H -1.498 -0.833 -3.912
H -2.804 -0.079 -3.015
H -2.571 -1.834 -2.915
H -0.696 3.352 -4.023
H 0.132 4.443 -2.991
H -2.006 -3.272 -1.598
H -1.413 -4.830 0.223
H 0.075 -4.024 2.074
H 0.887 -1.665 1.990
N -0.750 0.825 3.312
C 0.623 0.945 3.161
N 1.454 1.019 4.189
N 2.674 1.057 3.621
N 2.574 1.018 2.337
N 1.268 0.944 2.000
C -1.657 1.146 2.315
N -2.935 1.393 2.549
N -3.460 1.586 1.320
N -2.552 1.471 0.414
N -1.379 1.183 1.018
H -1.079 1.005 4.245
Te 2.629 0.137 -1.232
Te 4.784 0.381 0.275
Te 8.806 -0.583 -0.183
Te 6.592 -0.251 -1.685
*
```

## Properties
E_tot, eV: -72497.6819
HOMO-LUMO gap (spin up / spin down), eV: 5.34 / 4.36



Entry 9:
Formula: C10H10N2
Source: the OMol25 dataset
Level of theory: ωB97M-V with the def2-TZVPD basis set

The geometry in ORCA input format:
```
! RIJCOSX wB97M-V def2-TZVPD def2/J DEFGRID3
* xyz 0 1
C -3.048 -0.112 0.210
C -1.577 0.270 0.109
C -1.228 1.585 0.006
C 0.068 1.846 -0.019
C 1.177 0.860 -0.063
C 2.621 1.219 -0.218
C 3.424 0.110 0.058
N 3.017 -1.203 0.158
C 1.755 -1.474 0.213
C 0.751 -0.443 0.039
C -0.673 -0.699 -0.091
N -1.101 -2.009 -0.202
H -3.311 -0.454 1.148
H -3.327 -0.790 -0.613
H -3.503 0.866 0.122
H -1.934 2.379 0.022
H 0.365 2.987 -0.024
H 3.084 2.256 -0.167
H 4.454 0.113 0.268
H 1.365 -2.406 0.250
H -0.370 -2.571 -0.584
H -2.010 -2.331 -0.622
*
```

## Properties
Structure (SMILES): Cc1ccc2ccncc2c1N
E_tot, eV: -13510.9609
HOMO-LUMO gap, eV: 8.17